(1)
# C16H21F3N2O4S

2 unconnected molecules or ions with the total composition C16H21F3N2O4S at a distorted geometry (ωB97M-V/def2-TZVPD, the OMol25 dataset).

CARTESIAN COORDINATES (ANGSTROEM)
C -1.518 -2.833 0.248
C -2.187 -3.984 -0.656
C -2.782 -5.141 0.326
O -4.044 -5.546 -0.262
O -4.923 -5.998 0.671
S -5.755 -4.726 1.422
O -6.005 -5.241 2.822
O -7.303 -4.515 0.670
C -7.211 -3.296 -0.085
F -5.888 -3.163 -0.586
F -8.140 -3.251 -1.124
F -7.406 -2.155 0.733
H -0.974 -2.083 -0.423
H -0.789 -3.373 0.955
H -2.376 -2.350 0.841
H -1.429 -4.526 -1.322
H -3.086 -3.591 -1.252
H -2.870 -4.689 1.369
H -2.017 -5.990 0.325
C 3.044 -2.252 -0.279
N 2.990 -0.773 -0.284
C 2.274 -0.147 -1.238
C 2.168 1.236 -1.249
C 2.798 1.997 -0.264
C 3.549 1.313 0.694
C 3.633 -0.070 0.665
C 2.664 3.468 -0.205
C 2.145 4.090 0.931
C 2.066 5.471 1.002
N 2.493 6.233 -0.021
C 2.978 5.668 -1.144
C 3.069 4.289 -1.258
C 2.451 7.709 0.083
H 3.432 -2.580 -1.244
H 2.030 -2.619 -0.117
H 3.697 -2.597 0.522
H 1.782 -0.766 -1.980
H 1.568 1.707 -2.021
H 4.080 1.850 1.473
H 4.206 -0.620 1.402
H 1.793 3.504 1.775
H 1.671 5.974 1.877
H 3.300 6.333 -1.936
H 3.483 3.868 -2.169
H 1.861 8.091 -0.750
H 3.479 8.073 0.037
H 1.996 8.001 1.028

As for the total charge: +2. For the orbital gap, the calculation gives 5.303 eV.

(2)
# C16H21I2N8NdP

A molecular structure, C16H21I2N8NdP (ωB97M-V/def2-TZVPD, the OMol25 dataset).

CARTESIAN COORDINATES (ANGSTROEM)
Nd 0.417 0.516 1.573
C -1.434 -3.286 -2.476
N -0.896 -2.813 -1.191
C -0.577 -3.629 -0.138
C -0.160 -2.817 0.869
N -0.226 -1.510 0.441
C -0.678 -1.538 -0.819
P -0.917 -0.114 -1.945
C -1.839 1.023 -0.849
N -1.470 1.456 0.362
C -2.380 2.421 0.719
C -3.293 2.569 -0.279
N -2.939 1.686 -1.259
C -3.661 1.519 -2.529
C 0.731 0.666 -1.752
N 1.346 1.017 -0.616
C 2.539 1.601 -0.979
C 2.637 1.601 -2.334
N 1.495 1.013 -2.806
C 1.192 0.808 -4.230
H -1.258 -4.354 -2.550
H -2.504 -3.099 -2.528
H -0.932 -2.790 -3.302
H -0.667 -4.701 -0.188
H 0.174 -3.092 1.855
H -2.325 2.958 1.651
H -4.145 3.223 -0.366
H -4.664 1.917 -2.411
H -3.158 2.061 -3.327
H -3.732 0.466 -2.785
H 3.244 1.987 -0.260
H 3.412 1.966 -2.988
H 2.083 1.034 -4.807
H 0.910 -0.225 -4.412
H 0.391 1.471 -4.548
I -1.965 0.074 3.886
C -1.574 2.029 4.654
I 0.221 2.889 3.861
H -1.447 1.950 5.726
H -2.401 2.672 4.383
N 2.674 -0.802 4.094
C 3.878 -1.380 4.015
C 4.164 -1.564 2.674
C 3.053 -1.062 2.011
N 2.133 -0.594 2.880
H 2.171 -0.559 4.933
H 4.451 -1.624 4.896
H 5.052 -2.001 2.252
H 2.875 -1.039 0.943

As for the total charge: +3. The multiplicity is 4. As for the expectation value of S²: 3.75. For the orbital gap (alpha / beta), the calculation gives 8.275 / 8.361 eV. The calculation puts the energy relative to the best compared isomer or geometry (same formula, charge and spin) at 0.0 kcal/mol.

(3)
# C16H21N2O2PbS5

A molecular structure, C16H21N2O2PbS5 at a distorted geometry (ωB97M-V/def2-TZVPD, the OMol25 dataset).

CARTESIAN COORDINATES (ANGSTROEM)
Pb -1.632 -1.198 -0.938
C 1.470 -2.837 -1.158
C 0.710 -3.789 -2.069
S -0.839 -3.120 -2.756
C -2.067 -4.420 -2.401
C -2.229 -4.877 -0.959
S -2.612 -3.565 0.253
C -1.375 -3.858 1.548
C 0.095 -3.755 1.158
S 0.590 -2.218 0.312
H 1.782 -1.932 -1.683
H 2.375 -3.327 -0.796
H 0.478 -4.735 -1.585
H 1.344 -4.011 -2.929
H -1.785 -5.275 -3.018
H -2.998 -4.027 -2.813
H -1.352 -5.411 -0.597
H -3.068 -5.574 -0.922
H -1.565 -4.860 1.938
H -1.635 -3.153 2.337
H 0.407 -4.589 0.533
H 0.694 -3.792 2.068
O 1.747 4.320 0.407
C 2.187 3.824 -0.768
C 3.182 4.453 -1.509
C 3.675 3.842 -2.642
C 3.193 2.594 -3.068
C 2.198 1.986 -2.356
C 1.645 2.606 -1.208
C 0.526 1.971 -0.582
O 0.097 0.855 -0.848
N -0.280 2.860 0.285
N -0.578 2.445 1.387
C -1.265 3.065 2.371
S -2.906 2.726 2.642
C -2.873 3.387 4.341
C -1.944 4.581 4.330
S -0.440 4.097 3.423
H 2.055 5.228 0.527
H 3.587 5.400 -1.175
H 4.461 4.330 -3.203
H 3.594 2.133 -3.958
H 1.790 1.039 -2.681
H -2.531 2.595 5.006
H -3.892 3.672 4.602
H -1.641 4.869 5.336
H -2.375 5.442 3.818

As for the total charge: +3. For the orbital gap, the calculation gives 7.056 eV.

(4)
# C16H21N3O2

C16H21N3O2 in the gas phase (ωB97M-V/def2-TZVPD, the OMol25 dataset).

CARTESIAN COORDINATES (ANGSTROEM)
C -4.220 1.249 1.067
C -3.090 0.836 1.608
C -1.730 1.124 1.045
C -1.078 -0.169 0.632
C -0.405 -0.938 1.569
C 0.181 -2.149 1.221
O 0.892 -2.944 2.068
C 1.312 -2.389 3.292
C 0.038 -2.609 -0.085
C -0.630 -1.853 -1.024
C -1.178 -0.620 -0.686
O -1.824 0.200 -1.587
C -1.380 0.179 -2.926
C 0.105 0.535 -3.044
C 0.380 1.945 -2.518
C 1.818 2.116 -2.019
N 2.000 1.503 -0.731
C 2.494 0.299 -0.395
N 2.470 0.145 0.908
C 1.933 1.301 1.344
N 1.637 2.144 0.386
H -5.180 1.009 1.494
H -4.231 1.845 0.170
H -3.099 0.226 2.502
H -1.115 1.616 1.803
H -1.827 1.781 0.182
H -0.330 -0.562 2.577
H 1.856 -1.454 3.128
H 1.979 -3.127 3.736
H 0.468 -2.216 3.969
H 0.472 -3.560 -0.350
H -0.721 -2.234 -2.030
H -1.994 0.931 -3.428
H -1.576 -0.793 -3.397
H 0.673 -0.190 -2.456
H 0.414 0.445 -4.087
H 0.183 2.679 -3.300
H -0.291 2.154 -1.683
H 2.528 1.672 -2.720
H 2.040 3.179 -1.900
H 2.867 -0.417 -1.098
H 1.775 1.522 2.380

Its structure (SMILES) is C=CCc1cc(OC)ccc1OCCCCn1cncn1. For the orbital gap, the calculation gives 8.584 eV. The calculation puts the energy relative to the best compared isomer or geometry (same formula, charge and spin) at 83.6 kcal/mol.

(5)
# C16H21N3O3S2

C16H21N3O3S2 in the gas phase at a distorted geometry (ωB97M-V/def2-TZVPD, the OMol25 dataset).

CARTESIAN COORDINATES (ANGSTROEM)
C 5.612 2.776 0.831
C 5.663 1.448 0.090
C 5.519 0.269 1.063
C 5.514 -1.029 0.307
O 6.486 -1.730 0.170
N 4.338 -1.431 -0.308
C 3.058 -0.974 -0.353
N 2.174 -1.604 -1.043
C 0.947 -1.022 -0.977
C -0.204 -1.472 -1.622
C -1.377 -0.765 -1.457
C -1.406 0.371 -0.658
S -2.959 1.244 -0.494
O -3.449 1.575 -1.799
O -2.792 2.306 0.461
N -3.922 0.014 0.113
C -5.339 0.143 -0.166
C -6.032 -1.180 0.145
C -5.791 -1.556 1.605
C -4.291 -1.607 1.880
C -3.648 -0.275 1.504
C -0.288 0.845 -0.005
C 0.890 0.141 -0.172
S 2.461 0.467 0.497
H 4.657 2.892 1.337
H 5.735 3.602 0.134
H 6.405 2.831 1.572
H 6.613 1.353 -0.439
H 4.863 1.417 -0.653
H 4.614 0.380 1.659
H 6.380 0.254 1.732
H 4.452 -2.292 -0.840
H -0.152 -2.357 -2.235
H -2.290 -1.068 -1.941
H -5.430 0.410 -1.219
H -5.781 0.948 0.440
H -5.624 -1.957 -0.504
H -7.100 -1.085 -0.056
H -6.246 -2.524 1.826
H -6.254 -0.809 2.253
H -3.837 -2.398 1.280
H -4.100 -1.818 2.933
H -2.562 -0.317 1.620
H -4.031 0.531 2.148
H -0.359 1.734 0.602

Its structure (SMILES) is CCCC(=O)Nc1nc2ccc(S(=O)(=O)N3CCCCC3)cc2s1. For the orbital gap, the calculation gives 9.096 eV. The calculation puts the energy relative to the best compared isomer or geometry (same formula, charge and spin) at 21.4 kcal/mol.

(6)
# C16H21N3O3S2

C16H21N3O3S2 in the gas phase at a distorted geometry (ωB97M-V/def2-TZVPD, the OMol25 dataset).

CARTESIAN COORDINATES (ANGSTROEM)
C -4.218 -2.188 -1.535
C -2.770 -2.654 -1.634
C -1.795 -1.478 -1.757
C -0.367 -1.940 -2.119
C 0.401 -2.581 -0.969
C -1.776 -0.658 -0.518
N -1.598 0.611 -0.491
N -1.597 1.153 0.724
C -1.760 0.288 1.669
N -1.805 0.543 3.009
C -1.219 1.577 3.710
O -1.282 1.594 4.914
C -0.515 2.596 2.879
S 1.032 1.818 2.202
O 2.115 2.222 3.048
O 0.831 0.405 2.031
C 1.237 2.616 0.565
C 2.315 1.858 -0.124
C 1.993 0.917 -1.094
C 2.987 0.161 -1.689
C 4.309 0.334 -1.313
C 4.634 1.266 -0.342
C 3.643 2.025 0.253
S -1.968 -1.349 1.088
H -4.496 -1.617 -2.418
H -4.885 -3.042 -1.453
H -4.364 -1.557 -0.661
H -2.518 -3.250 -0.754
H -2.660 -3.292 -2.513
H -2.141 -0.822 -2.564
H -0.447 -2.650 -2.945
H 0.192 -1.075 -2.479
H 1.346 -2.976 -1.334
H -0.162 -3.401 -0.530
H 0.625 -1.853 -0.191
H -2.130 -0.216 3.597
H -1.109 2.901 2.025
H -0.189 3.430 3.494
H 1.502 3.647 0.781
H 0.282 2.534 0.057
H 0.959 0.789 -1.377
H 2.732 -0.567 -2.444
H 5.084 -0.260 -1.775
H 5.663 1.398 -0.043
H 3.890 2.739 1.023

Its structure (SMILES) is CCC(CC)c1nnc(NC(=O)CS(=O)(=O)Cc2ccccc2)s1. For the orbital gap, the calculation gives 9.683 eV. The calculation puts the energy relative to the best compared isomer or geometry (same formula, charge and spin) at 50.4 kcal/mol.

(7)
# C16H22AgAsBClF3N5S

A molecular structure, C16H22AgAsBClF3N5S (ωB97M-V/def2-TZVPD, the OMol25 dataset).

CARTESIAN COORDINATES (ANGSTROEM)
Ag 0.077 0.630 -0.481
F -1.580 -5.920 -0.414
C -1.048 -5.015 -1.298
F -1.548 -5.415 -2.513
F 0.252 -5.266 -1.335
C -1.486 -3.621 -0.968
C -2.846 -3.508 -0.723
C -3.411 -2.287 -0.427
C -2.564 -1.186 -0.418
N -1.270 -1.261 -0.680
C -0.652 -2.463 -0.921
S 1.043 -2.422 -1.101
H -3.460 -4.402 -0.755
H -4.462 -2.179 -0.199
H -2.921 -0.188 -0.187
B -3.012 1.388 2.471
N -1.538 1.093 2.870
C -0.974 1.330 4.071
C 0.286 0.766 4.082
C 0.402 0.186 2.807
N -0.699 0.381 2.093
N -3.079 2.373 1.259
C -3.712 3.559 1.220
C -3.656 4.041 -0.073
C -2.946 3.046 -0.766
N -2.611 2.047 0.042
H -3.534 1.962 3.413
H -3.594 0.357 2.197
H -1.510 1.886 4.822
H 1.013 0.786 4.877
H 1.235 -0.344 2.368
H -4.142 3.977 2.116
H -4.046 4.973 -0.450
H -2.640 3.021 -1.801
C 5.648 0.805 -0.948
As 4.014 -0.292 -0.754
C 3.255 0.241 -2.480
C 4.815 -1.977 -1.399
H 6.103 0.656 -1.931
H 6.373 0.547 -0.173
H 5.364 1.851 -0.833
H 3.955 0.007 -3.287
H 3.063 1.311 -2.447
H 2.314 -0.286 -2.625
H 5.403 -1.806 -2.305
H 4.014 -2.682 -1.620
H 5.461 -2.403 -0.629
Cl 2.619 2.991 -0.308
C 0.924 2.567 -0.945
H 1.000 2.795 -2.011
H 0.306 3.352 -0.506

As for the total charge: -2. For the orbital gap, the calculation gives 6.526 eV. The calculation puts the energy relative to the best compared isomer or geometry (same formula, charge and spin) at 17.0 kcal/mol.

(8)
# C16H22BF4GeNPdSe

A molecular structure, C16H22BF4GeNPdSe at a distorted geometry (ωB97M-V/def2-TZVPD, the OMol25 dataset).

CARTESIAN COORDINATES (ANGSTROEM)
Pd 0.972 0.040 0.474
C 1.764 4.206 0.391
C 1.996 2.885 1.071
C 1.280 2.534 2.205
C 1.502 1.314 2.850
C 2.469 0.429 2.380
C 3.190 0.758 1.222
C 2.934 1.971 0.568
H 1.500 4.974 1.116
H 0.938 4.123 -0.321
H 2.650 4.529 -0.155
H 0.540 3.217 2.603
H 0.956 1.075 3.753
H 2.716 -0.461 2.941
H 4.019 0.136 0.913
H 3.517 2.229 -0.309
C 2.299 -1.874 -1.613
Ge 0.549 -1.155 -2.147
C -0.968 -2.178 -1.478
C 0.527 -1.127 -4.110
C 0.439 0.606 -1.288
H 2.322 -2.940 -1.834
H 2.477 -1.768 -0.544
H 3.089 -1.361 -2.163
H -0.850 -3.221 -1.773
H -1.896 -1.779 -1.888
H -0.991 -2.133 -0.391
H 0.547 -2.162 -4.454
H 1.402 -0.610 -4.505
H -0.374 -0.648 -4.492
H 0.300 1.600 -1.711
Se -1.389 0.354 1.501
C -3.155 0.311 0.779
C -4.020 1.347 1.105
C -5.315 1.308 0.608
N -5.778 0.330 -0.167
C -4.943 -0.665 -0.463
C -3.630 -0.724 -0.017
H -3.699 2.156 1.747
H -6.017 2.099 0.849
H -5.348 -1.458 -1.081
H -3.007 -1.572 -0.256
F 2.030 -3.803 2.310
B 0.894 -3.410 1.627
F 0.894 -1.915 1.651
F -0.281 -3.808 2.225
F 0.950 -3.759 0.273

For the orbital gap (alpha / beta), the calculation gives 6.029 / 6.039 eV. The calculation puts the energy relative to the best compared isomer or geometry (same formula, charge and spin) at 99.3 kcal/mol.

(9)
# C16H22BrN3Ti

A molecular structure, C16H22BrN3Ti (ωB97M-V/def2-TZVPD, the OMol25 dataset).

CARTESIAN COORDINATES (ANGSTROEM)
Ti 0.931 0.751 0.072
N -1.508 -3.081 3.352
C -1.011 -2.518 2.034
C -1.531 -1.107 1.747
C -0.860 0.023 2.574
N -0.455 1.133 1.641
C 0.365 -0.442 3.365
C 1.279 -1.389 2.589
N 2.016 -0.595 1.553
C 0.515 -2.559 1.907
H -2.532 -3.118 3.378
H -1.199 -2.552 4.167
H -1.182 -4.045 3.475
H -1.434 -3.196 1.293
H -2.617 -1.064 1.842
H -1.309 -0.940 0.689
H -1.582 0.431 3.282
H -0.102 1.911 2.206
H -1.313 1.507 1.231
H 0.055 -0.911 4.299
H 0.937 0.430 3.699
H 2.005 -1.801 3.290
H 2.645 -1.233 1.066
H 2.660 0.032 2.045
H 0.904 -3.519 2.250
H 0.713 -2.521 0.833
Br 2.421 -0.400 -1.680
C 1.642 0.671 -3.150
C 2.266 0.629 -4.356
C 1.697 1.370 -5.410
C 0.553 2.087 -5.193
C -0.071 2.113 -3.922
C -1.252 2.859 -3.707
C -1.855 2.888 -2.476
C -1.305 2.169 -1.410
C -0.126 1.429 -1.525
C 0.480 1.386 -2.829
H 3.168 0.056 -4.521
H 2.174 1.357 -6.379
H 0.104 2.655 -5.998
H -1.686 3.404 -4.537
H -2.757 3.462 -2.317
H -1.845 2.237 -0.470

As for the total charge: +3. The multiplicity is 2. As for the expectation value of S²: 0.77. For the orbital gap (alpha / beta), the calculation gives 6.290 / 6.522 eV.

(10)
# C16H22Cl16FN2O2P

9 unconnected molecules or ions with the total composition C16H22Cl16FN2O2P at a distorted geometry (ωB97M-V/def2-TZVPD, the OMol25 dataset).

CARTESIAN COORDINATES (ANGSTROEM)
O 1.775 2.368 1.405
P 1.350 0.787 1.345
O 1.601 0.426 -0.234
C 2.732 -0.039 2.261
C 2.379 -0.804 3.346
C 3.362 -1.454 4.128
C 4.677 -1.306 3.789
F 5.624 -1.892 4.526
C 5.088 -0.541 2.666
N 6.414 -0.441 2.383
C 6.693 0.282 1.337
C 5.704 0.938 0.574
N 4.426 0.879 0.824
C 4.103 0.101 1.896
H 2.307 2.609 0.633
H 1.967 -0.464 -0.342
H 1.333 -0.923 3.608
H 3.091 -2.037 4.993
H 7.730 0.384 1.051
H 6.022 1.530 -0.274
Cl -1.775 -1.585 -0.339
C -0.680 -2.527 -1.343
Cl 0.950 -2.593 -0.642
H -1.057 -3.540 -1.422
H -0.614 -2.067 -2.321
Cl 3.439 -6.612 -0.343
C 2.822 -5.567 -1.628
Cl 1.572 -6.368 -2.589
H 2.386 -4.684 -1.179
H 3.644 -5.300 -2.282
Cl -2.388 0.084 3.404
C -2.199 -1.046 4.744
Cl -0.497 -1.430 5.049
H -2.612 -0.597 5.640
H -2.720 -1.965 4.504
Cl -0.586 0.057 -3.920
C -2.242 0.684 -3.894
Cl -3.443 -0.606 -3.763
H -2.342 1.349 -3.049
H -2.417 1.222 -4.819
Cl -6.498 3.301 -4.205
C -6.399 2.226 -2.804
Cl -4.745 2.075 -2.209
H -7.018 2.631 -2.012
H -6.754 1.244 -3.097
Cl -6.960 8.191 -2.444
C -6.143 6.648 -2.173
Cl -6.557 5.956 -0.599
H -6.445 5.953 -2.948
H -5.072 6.809 -2.211
Cl -2.038 -3.479 -5.615
C -2.388 -2.635 -7.129
Cl -3.886 -1.696 -7.049
H -1.569 -1.960 -7.346
H -2.489 -3.374 -7.915
Cl 0.524 1.912 7.389
C 1.612 2.188 6.018
Cl 0.771 2.090 4.471
H 2.046 3.176 6.116
H 2.388 1.431 6.037

Its structure (SMILES) is OP(O)c1ccc(F)c2nccnc12.ClCCl.ClCCl.ClCCl.ClCCl.ClCCl.ClCCl.ClCCl.ClCCl. For the orbital gap, the calculation gives 7.686 eV.

In Ha, the DFT total energy values for the records above are, in order, -1729.79071, -2557.71760, -3065.08801, -936.99065, -1808.69438, -1808.64814, -4462.31140, -5708.24971, -4209.63859, -8687.17289.